[1]
Molecular formula: C15H10N6O4
Method: DFT, ωB97M-V/def2-TZVPD

Last column: natural (NBO) charge in e.
CARTESIAN COORDINATES (ANGSTROEM)
N -1.471 -3.937 3.212  -0.33
C -1.009 -2.923 2.862  0.28
C -0.472 -1.635 2.493  -0.33
C 0.883 -1.326 2.199  -0.05
C 1.302 0.001 2.035  -0.12
N 2.668 0.397 2.193  0.50
O 3.604 -0.426 2.064  -0.42
O 2.874 1.600 2.525  -0.52
C 0.383 1.164 2.197  -0.10
C -0.985 0.688 1.950  0.01
N -2.082 1.518 2.170  0.41
O -2.238 2.727 2.132  -0.41
O -3.161 0.671 2.552  -0.17
N -2.760 -0.676 2.626  -0.10
C -1.426 -0.596 2.325  0.14
H 1.648 -2.104 2.181  0.26
H 0.463 1.521 3.243  0.23
C -0.125 0.247 -3.210  -0.64
C 0.270 1.328 -2.254  0.02
C 0.216 1.101 -0.870  -0.21
C 0.578 2.151 -0.050  0.11
C 1.038 3.354 -0.558  0.16
C 1.108 3.615 -1.917  -0.23
C 0.695 2.573 -2.764  -0.20
N 1.436 4.119 0.523  -0.49
C 1.235 3.437 1.662  0.36
N 0.702 2.258 1.342  -0.29
H -0.055 0.611 -4.242  0.22
H 0.521 -0.634 -3.112  0.23
H -1.152 -0.093 -3.030  0.23
H -0.100 0.145 -0.452  0.25
H 1.458 4.586 -2.271  0.23
H 0.700 2.706 -3.850  0.23
H 1.795 5.063 0.457  0.44
H 1.556 3.747 2.646  0.26

Atomic forces in eV per Å
0.81 1.75 -0.67
0.02 -1.32 0.42
1.08 -0.95 -0.83
-1.09 -0.08 0.59
1.32 0.07 -0.07
0.74 -0.98 0.30
-1.60 1.18 0.06
0.07 -1.29 -0.32
0.18 -0.51 1.36
-3.31 1.56 1.55
1.20 -2.29 0.09
0.00 -0.60 0.00
0.14 0.59 -0.76
3.07 1.76 -0.77
-2.17 -0.40 0.76
-0.23 0.24 0.20
-0.09 0.30 -0.26
-0.12 -0.35 -0.30
0.04 0.22 0.60
-0.27 -0.24 -0.65
0.44 0.43 0.43
0.10 0.15 -0.51
-0.28 -0.40 -0.51
0.19 0.51 0.51
-0.01 0.34 0.73
-0.15 -0.64 -1.18
0.10 1.18 -1.06
-0.05 -0.18 0.21
-0.07 0.20 -0.01
0.18 0.11 -0.04
0.11 0.26 -0.27
-0.11 -0.39 -0.10
0.08 0.05 0.42
-0.01 -0.24 0.19
-0.28 -0.07 -0.10

Its HOMO energy is -7.641 eV. The relative energy (zero: lowest compared OMol25 entry of this formula, charge and spin) is 0.0000 eV. The lowest unoccupied orbital energy comes out at -0.766 eV. The HOMO-LUMO gap is 6.88 eV.



[2]
Molecular formula: C15H11Br2CdN2O10S
Method: DFT, ωB97M-V/def2-TZVPD

Last column: natural (NBO) charge in e.
CARTESIAN COORDINATES (ANGSTROEM)
Cd -0.756 0.464 2.073  1.72
Br 0.401 3.272 3.096  0.04
C 2.089 2.771 2.294  -0.54
Br 1.873 2.186 0.480  0.07
H 2.469 1.936 2.868  0.25
H 2.733 3.640 2.315  0.22
O -4.791 1.580 2.206  -0.65
C -3.737 1.081 1.848  0.78
O -2.758 0.826 2.652  -0.91
C -3.619 0.671 0.381  -0.27
C -4.806 0.335 -0.234  -0.10
C -4.856 -0.056 -1.566  -0.07
C -3.704 -0.103 -2.325  -0.14
C -2.516 0.214 -1.721  -0.10
C -2.398 0.649 -0.365  0.49
O -1.258 1.066 0.075  -0.88
N -1.315 0.133 -2.556  0.54
O -1.388 0.572 -3.691  -0.40
O -0.324 -0.395 -2.093  -0.39
N -6.121 -0.411 -2.180  0.54
O -7.130 -0.340 -1.502  -0.40
O -6.113 -0.766 -3.349  -0.42
H -5.714 0.402 0.348  0.27
H -3.733 -0.387 -3.367  0.26
C 5.007 -0.686 -2.067  -0.63
C 4.098 -0.925 -0.890  -0.01
C 4.593 -0.919 0.411  -0.22
C 3.752 -1.115 1.495  -0.22
C 2.398 -1.319 1.271  -0.28
C 1.885 -1.345 -0.016  -0.20
C 2.739 -1.145 -1.089  -0.21
S 1.305 -1.422 2.654  2.39
O 1.885 -2.304 3.624  -0.95
O 1.173 -0.005 3.128  -1.11
O -0.014 -1.787 2.103  -1.05
H 6.036 -0.526 -1.747  0.21
H 4.684 0.191 -2.630  0.22
H 4.989 -1.538 -2.749  0.22
H 5.651 -0.754 0.579  0.20
H 4.135 -1.111 2.508  0.23
H 0.828 -1.491 -0.177  0.26
H 2.329 -1.140 -2.092  0.23

Atomic forces in eV per Å
-0.23 0.10 0.08
-0.03 -0.04 -0.04
-0.02 -0.02 0.03
0.02 0.04 0.01
0.00 0.00 0.00
0.00 0.00 -0.01
0.00 0.01 0.00
-0.10 0.05 0.02
0.26 -0.02 0.02
0.05 -0.06 -0.09
-0.08 0.02 0.11
0.12 0.03 0.05
-0.04 -0.06 -0.20
0.09 0.14 0.13
0.16 0.12 -0.01
-0.17 -0.23 -0.07
-0.10 0.00 0.07
0.01 0.00 -0.04
0.05 -0.01 0.01
-0.04 -0.02 0.01
-0.01 0.00 -0.01
0.00 0.01 -0.01
-0.01 -0.01 -0.02
-0.01 0.00 0.01
-0.03 -0.01 0.04
0.03 0.02 -0.03
0.01 0.00 0.05
-0.02 -0.01 -0.06
0.02 -0.03 0.00
0.07 0.04 0.00
-0.02 0.00 0.00
-0.14 -0.05 -0.11
-0.02 0.00 0.04
0.06 0.15 0.05
0.10 -0.12 0.03
0.00 0.00 0.00
0.01 0.00 -0.01
0.01 0.01 -0.01
0.00 0.00 -0.01
0.01 0.00 0.00
-0.04 -0.01 -0.02
-0.01 -0.01 0.00

Its HOMO energy is -6.055 eV. The relative energy (zero: lowest compared OMol25 entry of this formula, charge and spin) is 0.1863 eV. The lowest unoccupied orbital energy comes out at 2.067 eV. The HOMO-LUMO gap is 8.12 eV. Its charge is -1.



[3]
Molecular formula: C15H11N12O2Rh
Method: DFT, ωB97M-V/def2-TZVPD

Last column: Löwdin spin population.
CARTESIAN COORDINATES (ANGSTROEM)
Rh 0.276 -0.729 0.465  2.44
O -1.377 4.392 -1.064  0.00
C -0.192 4.551 -0.444  0.00
C 0.354 5.834 -0.439  0.00
C 1.578 6.065 0.155  0.00
C 2.292 5.032 0.761  0.00
C 1.748 3.767 0.780  0.00
C 0.503 3.506 0.191  0.00
C -0.005 2.134 0.263  0.01
O 0.559 1.304 1.038  0.10
N -1.099 1.829 -0.479  0.01
N -1.358 0.530 -0.365  0.08
C -2.471 0.008 -0.729  0.02
C -2.627 -1.417 -0.397  0.05
C -3.731 -2.188 -0.886  0.35
C -3.734 -3.577 -0.684  0.02
C -2.767 -4.168 0.068  0.29
C -1.788 -3.302 0.785  0.07
N -1.695 -1.940 0.339  0.23
H -1.578 3.431 -1.089  0.00
H -0.200 6.627 -0.922  0.00
H 1.990 7.067 0.139  0.00
H 3.259 5.218 1.206  0.00
H 2.274 2.940 1.234  0.00
H -3.267 0.591 -1.181  0.00
H -4.488 -1.707 -1.488  0.02
H -4.498 -4.183 -1.151  -0.01
H -2.719 -5.235 0.229  0.01
H -2.054 -3.283 1.853  0.03
N 2.906 -3.338 0.333  0.01
C 3.195 -2.016 -0.019  0.02
N 4.415 -1.620 -0.262  0.00
N 4.264 -0.319 -0.623  0.02
N 3.035 0.029 -0.583  0.00
N 2.288 -1.051 -0.202  0.10
C 1.646 -3.791 0.509  0.01
N 1.256 -5.088 0.441  0.00
N -0.049 -5.071 0.566  0.01
N -0.407 -3.833 0.714  0.02
N 0.620 -2.988 0.717  0.07
H 3.644 -4.013 0.218  0.00

Atomic forces in eV per Å
-0.31 -0.38 0.31
0.08 -0.06 -0.03
-0.07 -0.04 -0.08
0.04 0.02 0.04
0.00 0.04 -0.01
-0.04 -0.03 0.00
-0.02 0.06 0.00
0.02 0.00 0.01
-0.05 0.03 0.07
0.05 0.15 -0.18
0.15 -0.12 0.05
0.13 0.09 -0.05
-0.09 -0.26 0.04
-0.24 0.17 -0.23
0.04 0.04 -0.01
0.02 0.07 -0.01
0.01 0.01 -0.01
0.14 -0.03 0.01
0.12 -0.04 0.14
-0.04 0.07 0.10
0.00 0.00 0.00
0.00 0.00 0.00
0.00 0.01 0.00
0.00 0.00 0.00
-0.01 -0.04 -0.02
0.00 0.00 0.02
0.00 0.00 0.00
0.00 0.00 0.00
0.02 -0.01 0.04
-0.04 0.05 0.09
-0.18 -0.42 0.06
0.05 0.23 -0.16
0.06 -0.01 0.08
0.02 -0.20 -0.03
0.23 0.43 -0.05
0.25 -0.08 -0.10
-0.22 0.09 0.03
0.14 -0.03 -0.02
-0.12 -0.01 -0.01
-0.14 0.20 -0.06
0.02 0.02 -0.01

Its HOMO energy (alpha / beta) is -8.373 / -8.371 eV. The relative energy (zero: lowest compared OMol25 entry of this formula, charge and spin) is 0.1630 eV. The lowest unoccupied orbital energy (alpha / beta) comes out at -1.244 / -2.861 eV. The HOMO-LUMO gap (alpha / beta) is 7.13 / 5.51 eV. The expectation value of S² is 6.0443. Its spin multiplicity is 5.



[4]
Molecular formula: C15H11N3O4SeSn
Method: DFT, ωB97M-V/def2-TZVPD

Last column: natural (NBO) charge in e.
CARTESIAN COORDINATES (ANGSTROEM)
Sn 0.481 -2.838 1.012  1.59
O 3.887 -1.404 3.295  -0.05
C 2.770 -1.548 2.724  0.73
O 2.521 -1.786 1.545  -0.66
C 1.550 -1.350 3.644  0.09
C 1.524 -0.803 4.904  -0.17
C 0.258 -0.524 5.436  -0.10
C -0.884 -0.722 4.670  -0.16
C -0.738 -1.279 3.408  0.13
N 0.454 -1.637 2.960  -0.57
C -1.810 -1.385 2.324  0.74
O -2.938 -1.083 2.577  -0.50
O -1.309 -1.744 1.156  -0.90
H 2.433 -0.574 5.442  0.27
H 0.176 -0.110 6.433  0.27
H -1.868 -0.446 5.023  0.28
C -2.230 0.969 -1.158  -0.42
N -0.872 1.028 -1.701  -0.28
C 0.275 1.154 -0.991  0.14
Se 0.446 1.377 0.819  0.24
N 1.302 1.161 -1.876  -0.49
C 0.828 1.056 -3.156  0.22
C 1.465 1.036 -4.398  -0.24
C 0.647 0.948 -5.495  -0.13
C -0.765 0.871 -5.381  -0.14
C -1.396 0.874 -4.163  -0.21
C -0.570 0.971 -3.039  0.13
H -2.187 0.934 -0.075  0.25
H -2.727 0.074 -1.524  0.24
H -2.789 1.847 -1.475  0.24
H 2.268 1.274 -1.602  0.46
H 2.541 1.090 -4.493  0.25
H 1.089 0.942 -6.482  0.25
H -1.358 0.812 -6.283  0.25
H -2.472 0.815 -4.078  0.25

Atomic forces in eV per Å
-0.75 0.42 0.17
0.49 -0.03 -0.05
-1.42 0.07 0.36
1.06 -0.05 -0.33
0.69 0.00 0.14
-0.21 0.03 0.00
0.00 -0.02 -0.03
0.03 0.00 0.12
-0.03 -0.07 -0.32
0.21 -0.16 0.07
-0.08 0.18 0.59
-0.01 0.00 -0.27
0.13 -0.46 -0.40
-0.01 0.01 0.02
0.00 0.02 -0.01
-0.01 0.00 -0.03
-0.13 0.02 -0.03
-0.06 -0.03 -0.02
-0.08 0.10 0.11
0.04 -0.05 -0.11
0.05 -0.05 -0.13
0.01 0.01 0.07
0.09 0.00 -0.04
0.02 0.00 0.00
-0.03 0.00 0.03
-0.08 -0.02 -0.02
-0.04 0.03 0.07
0.05 0.00 0.01
0.06 -0.04 -0.02
0.06 0.04 -0.01
-0.03 0.03 0.03
-0.01 0.03 0.02
-0.01 -0.01 0.00
0.01 -0.01 0.00
0.01 0.01 -0.01

Its HOMO energy (alpha / beta) is -15.176 / -15.447 eV. The lowest unoccupied orbital energy (alpha / beta) comes out at -10.465 / -9.393 eV. The HOMO-LUMO gap (alpha / beta) is 4.71 / 6.05 eV. Its charge is +2.



[5]
Molecular formula: C15H12BCl36FNO6PS
Method: DFT, ωB97M-V/def2-TZVPD

Last column: Löwdin charge in e.
CARTESIAN COORDINATES (ANGSTROEM)
C 6.238 0.557 -2.021  -0.29
P 4.726 1.624 -1.706  0.96
C 5.027 3.147 -2.753  -0.33
C 3.246 0.628 -2.309  -0.48
O 2.611 0.043 -1.172  -0.21
S 1.320 -0.764 -1.842  0.65
O 1.825 -1.993 -2.365  -0.23
O 0.317 -0.786 -0.844  -0.26
O 1.062 0.260 -3.101  -0.20
C 2.108 1.322 -3.101  -0.29
C 1.332 2.515 -2.414  0.02
C -0.185 2.503 -2.783  -0.44
O -0.993 2.025 -2.114  0.18
F -0.616 3.128 -3.938  0.02
B 2.345 1.490 -4.710  -0.51
N 1.389 0.869 -5.612  0.18
O 3.442 2.166 -5.268  0.12
H 6.254 -0.347 -1.382  0.04
H 6.278 0.221 -3.087  0.04
H 7.162 1.146 -1.822  0.04
H 4.075 3.596 -3.089  0.02
H 5.692 2.843 -3.595  0.05
H 5.615 3.862 -2.138  -0.06
H 3.705 -0.118 -2.998  0.13
H 1.694 3.514 -2.760  0.13
H 1.342 2.441 -1.306  0.15
H 1.616 1.176 -6.561  0.04
H 1.549 -0.144 -5.634  0.11
H 3.434 3.110 -5.043  0.10
C -2.000 -0.194 2.287  -1.99
Cl -3.654 -0.501 2.857  0.46
Cl -1.150 -1.735 2.077  0.50
Cl -2.055 0.653 0.740  0.58
Cl -1.137 0.804 3.479  0.51
C -5.045 1.136 6.483  -2.01
Cl -5.434 -0.245 7.527  0.51
Cl -5.018 2.619 7.452  0.53
Cl -3.461 0.885 5.740  0.46
Cl -6.270 1.281 5.213  0.49
C 1.622 -4.984 2.033  -2.03
Cl -0.028 -5.310 2.594  0.48
Cl 2.494 -6.515 1.847  0.53
Cl 1.569 -4.142 0.476  0.53
Cl 2.456 -3.968 3.221  0.52
C -1.386 -2.849 6.548  -2.01
Cl 0.384 -2.817 6.481  0.52
Cl -1.938 -2.029 8.019  0.51
Cl -2.045 -2.021 5.131  0.47
Cl -1.948 -4.526 6.566  0.52
C -1.720 1.015 -7.679  -2.03
Cl -1.892 1.679 -6.050  0.57
Cl -0.256 1.665 -8.445  0.53
Cl -1.603 -0.750 -7.590  0.52
Cl -3.130 1.464 -8.653  0.52
C -5.280 -5.842 9.220  -2.05
Cl -3.672 -6.006 9.946  0.51
Cl -6.515 -6.007 10.479  0.52
Cl -5.427 -4.249 8.456  0.50
Cl -5.509 -7.104 7.999  0.52
C -7.028 2.895 1.656  -2.03
Cl -7.944 2.579 0.174  0.52
Cl -8.106 2.756 3.059  0.50
Cl -5.714 1.718 1.799  0.48
Cl -6.353 4.531 1.596  0.52
C -2.300 -6.248 -0.721  -2.03
Cl -1.824 -4.738 0.065  0.48
Cl -4.013 -6.170 -1.167  0.52
Cl -1.321 -6.488 -2.177  0.52
Cl -2.042 -7.602 0.393  0.51
C 6.416 7.066 -2.333  -2.03
Cl 4.773 6.743 -1.753  0.53
Cl 7.279 5.533 -2.551  0.55
Cl 6.338 7.922 -3.880  0.53
Cl 7.274 8.061 -1.148  0.53

Atomic forces in eV per Å
-0.22 -0.12 -1.07
0.25 0.62 1.82
0.63 -0.95 -0.33
1.27 1.10 -1.41
-1.09 -0.43 -1.36
1.45 0.03 0.35
-0.37 0.33 -0.25
-0.32 0.38 -0.49
0.50 -1.37 1.88
-1.18 -0.01 -0.37
-0.14 0.89 -0.95
1.60 0.59 -0.99
-1.85 -1.04 1.63
1.34 -0.03 0.51
0.10 -0.07 -0.65
1.92 -0.14 -0.09
-1.29 0.57 0.48
-0.18 0.60 -0.20
0.07 0.20 0.69
-0.76 -0.26 -0.01
0.62 -0.09 0.19
-0.74 0.49 0.18
-0.88 -0.68 -0.28
-0.66 -0.10 0.54
0.17 -0.71 0.47
0.14 0.03 -0.73
-0.15 -0.05 0.25
-0.94 0.15 0.39
0.54 -0.35 0.08
0.06 0.02 -0.26
0.17 -0.16 -0.35
0.01 0.15 -0.15
-0.05 0.00 0.17
0.01 -0.05 -0.22
0.07 -0.04 0.00
0.03 0.09 -0.05
-0.04 -0.11 -0.06
-0.29 0.33 0.45
0.20 -0.05 0.28
-0.03 0.03 -0.02
0.39 0.01 0.28
-0.07 0.10 0.02
0.05 -0.04 0.14
-0.06 -0.06 -0.07
-0.02 0.06 -0.01
-0.12 -0.01 0.00
0.03 -0.05 -0.08
0.06 -0.50 0.52
0.04 0.05 0.00
-0.16 0.00 0.24
-0.01 -0.12 -0.37
-0.12 0.01 -0.07
0.04 0.13 -0.02
0.12 -0.04 0.03
0.02 0.04 0.01
-0.14 0.04 -0.09
0.09 0.01 -0.09
0.04 -0.13 0.05
0.03 0.10 0.08
0.06 -0.04 -0.05
0.05 0.03 0.12
-0.04 0.08 -0.24
-0.18 0.21 -0.08
-0.06 -0.12 0.02
0.01 0.10 0.01
-0.37 -0.06 -0.40
0.12 -0.03 0.03
-0.06 0.01 0.11
-0.02 0.08 -0.08
0.04 0.10 0.01
0.10 0.02 -0.03
0.25 0.42 -0.03
0.00 -0.09 0.12
-0.08 -0.10 -0.10

Its HOMO energy is -8.827 eV. The lowest unoccupied orbital energy comes out at -0.273 eV. The HOMO-LUMO gap is 8.55 eV.



Here are the calculated max |F| numbers, same order: 4.0; 0.3; 0.6; 1.5; 2.7 (eV/A).